The following is a DFT calculation (ωB97M-V with the def2-TZVPD basis set) of 12 unconnected molecules or ions with the total composition C5H34N2O12.

Geometry as XYZ:
```
53
Properties=species:S:1:pos:R:3:forces:R:3
H -1.2516 0.2506 -3.3666 1.61 2.03 0.98
C -0.5277 1.0503 -2.8565 -2.05 -0.20 -2.94
H -0.5186 4.2009 -1.1654 -0.05 -0.32 0.46
H 0.2712 -4.0301 1.9433 2.05 -0.41 1.78
H -1.3380 -1.9252 1.3945 0.29 1.11 3.24
H 1.6148 -0.0560 0.2620 -0.35 -0.31 -0.06
H 3.8857 2.1033 0.0575 -1.51 -1.12 -2.96
H 2.9362 0.2158 -2.5547 -1.85 -2.36 -1.82
H -0.4922 -5.0319 0.8982 0.71 -0.94 0.45
O 0.5400 3.1161 3.1518 2.73 1.01 -0.57
C -0.4530 3.5947 -0.2349 0.65 -2.58 -4.77
C -0.0370 1.1401 0.5934 0.84 -3.01 -1.81
O 1.0943 -1.5327 -1.4707 -0.63 -0.28 -0.44
H 0.8888 -2.4522 -1.6616 0.42 -0.89 0.62
O -3.1067 1.0158 -2.2643 -0.81 0.97 0.43
H 0.9984 0.8196 3.9753 -1.54 0.48 -0.45
H 2.7188 1.2283 -0.2979 -1.49 -0.65 1.03
O 1.8836 0.9866 4.2079 0.80 -5.65 1.64
H -0.4814 2.0309 -3.4610 -0.33 -1.44 0.42
H 0.4531 0.6666 -2.9128 1.15 -0.52 0.42
H 3.5849 -0.4369 -3.5610 2.66 -0.72 -1.99
H -0.3854 -1.8690 -0.2226 0.37 0.29 -0.52
C -0.1112 2.0503 -0.6686 0.53 1.28 2.03
H -1.7678 -1.4733 3.0706 1.26 -0.46 -2.22
O 1.0602 -3.2343 3.3790 3.73 0.43 0.04
H -0.2103 3.6117 2.8489 -0.48 0.53 -0.29
O 2.7042 -0.5206 -3.3073 -0.51 3.36 3.60
H 0.8923 2.1663 -1.1539 -0.83 -0.56 0.51
H 2.1512 1.8142 4.0567 0.81 4.83 -1.01
H -0.6702 0.1686 0.4270 1.07 1.87 -0.17
H -2.7848 2.3195 -0.7308 0.34 -0.08 0.02
H -3.2785 -1.6244 0.2375 -0.61 1.31 -1.60
C -2.3959 1.6344 -1.4977 1.86 -2.49 -0.97
H -1.3487 3.6501 0.2331 -2.68 0.26 1.75
H -1.4168 -2.7261 -2.2170 0.74 -0.47 -1.31
O 3.3589 1.7234 -0.7738 3.33 2.14 1.64
O -0.3745 -4.1844 1.2985 -2.75 0.79 -2.46
O -4.1748 -1.3989 -0.0818 0.04 -3.49 3.83
N -0.9916 1.3189 -1.5400 -2.73 2.49 0.01
H -0.4432 1.4374 1.5058 -0.51 1.53 1.34
H -1.2222 -3.1796 -0.1402 -0.01 2.54 0.05
H 1.4269 0.4424 1.7738 0.47 -0.38 1.17
H 0.3239 3.9896 0.3028 1.94 0.69 1.58
N 1.3723 0.7449 0.8350 -0.58 0.29 -0.42
O -1.0392 -1.5603 2.3697 -1.52 -0.42 -0.63
H 0.7508 -1.2820 -2.3463 0.35 0.96 0.25
H 1.3667 3.6218 2.8067 -2.38 -1.23 0.77
H 0.4219 -2.5675 3.2246 -1.87 1.39 -0.34
O -0.7823 -3.1395 -2.8750 -1.80 0.17 -1.46
H 1.9164 -2.6747 3.2992 -1.93 -1.68 0.28
H -1.2428 -3.2364 -3.7903 1.03 0.40 2.72
O -1.3068 -2.1567 -0.2820 -0.56 -2.75 0.58
H -4.4625 -0.8205 -0.7183 0.58 2.29 -2.38
```
Positions in Å, forces in eV/Å.

The calculation puts the LUMO energy at 0.11 eV. The value obtained for the frontier orbital gap is 9.15 eV.